Record 1
Molecular formula: C21H19N4Zn
Method: DFT, ωB97M-V with the def2-TZVPD basis set

Element x y z (Å)
Zn (-0.3830, 0.0927, -0.4257)
N (-1.0034, 1.8986, -1.2430)
C (-2.3655, 2.1469, -0.8017)
C (-3.1757, 3.0773, -1.3832)
C (-4.4817, 3.2906, -0.8896)
C (-4.9455, 2.5827, 0.1796)
C (-4.1298, 1.6057, 0.7974)
C (-4.5420, 0.8279, 1.9039)
C (-3.6991, -0.1092, 2.4280)
C (-2.4365, -0.2934, 1.8379)
N (-2.0197, 0.4178, 0.8155)
C (-2.8364, 1.3747, 0.2914)
H (-0.4091, 2.6774, -0.9670)
H (-0.9587, 1.8456, -2.2579)
H (-2.8169, 3.6632, -2.2203)
H (-5.1075, 4.0317, -1.3658)
H (-5.9412, 2.7568, 0.5657)
H (-5.5269, 0.9839, 2.3248)
H (-3.9851, -0.7188, 3.2720)
H (-1.7559, -1.0500, 2.2086)
C (2.0661, -0.4023, 1.5414)
N (1.1469, -0.8131, 0.4743)
C (1.2986, -1.9920, -0.0567)
C (0.4751, -2.4071, -1.1211)
C (0.3967, -3.6051, -1.8366)
C (-0.6302, -3.4370, -2.7628)
C (-1.1216, -2.1425, -2.5846)
N (-0.4640, -1.5143, -1.5979)
C (3.4987, -0.2684, 1.0794)
C (4.5284, -0.8269, 1.8247)
C (5.8490, -0.6919, 1.4171)
C (6.1481, -0.0005, 0.2552)
C (5.1234, 0.5560, -0.4992)
C (3.8085, 0.4228, -0.0884)
H (2.0166, -1.1208, 2.3650)
H (1.7066, 0.5498, 1.9372)
H (2.0712, -2.6619, 0.3181)
H (1.0090, -4.4795, -1.6908)
H (-0.9768, -4.1533, -3.4877)
H (-1.9159, -1.6558, -3.1301)
H (4.2986, -1.3729, 2.7320)
H (6.6416, -1.1327, 2.0063)
H (7.1754, 0.1018, -0.0664)
H (5.3544, 1.0933, -1.4091)
H (3.0151, 0.8522, -0.6898)

Output
* gap between HOMO and LUMO: 6.9 eV
* total charge: +1
* lowest unoccupied orbital energy: -3.68 eV
* F_max: 0.012 Eh/bohr
* calculated total energy: -76460.188 eV
* energy relative to the best compared isomer or geometry (same formula, charge and spin): 2.62 kcal/mol


Record 2
Molecular formula: C21H19N5O3
Method: DFT, ωB97M-V with the def2-TZVPD basis set

Element x y z (Å)
N (-1.0375, -3.7322, -0.8292)
N (0.7990, -3.7398, -2.1259)
N (-3.0879, -1.0817, 1.4151)
N (-3.7130, 0.9644, 1.9536)
O (0.5589, -2.4260, -1.6498)
O (4.4964, 3.1376, -0.8811)
O (2.9744, 2.3894, 1.4937)
C (-0.5870, -2.5414, -0.8568)
C (-0.1488, -4.4450, -1.6043)
C (-2.3017, -1.9437, 0.7879)
C (-3.5926, 2.2845, 1.8955)
C (2.8004, 2.1496, -2.1987)
C (1.6362, 1.4545, -2.3083)
C (1.3740, 1.3549, 0.0573)
C (-2.7640, 2.9470, 0.9907)
C (3.2744, 2.4803, -0.9290)
C (2.5580, 2.1088, 0.2066)
C (-1.3612, -1.5343, -0.1682)
C (0.8880, 1.0268, -1.1982)
C (-1.9364, 2.1548, 0.1742)
C (-1.1632, -0.1789, -0.4366)
C (-2.9356, 0.2200, 1.1703)
C (-1.9775, 0.7371, 0.2760)
N (-0.2545, 0.2276, -1.4256)
C (-4.4649, 3.0446, 2.8488)
C (-0.6401, -6.6064, -0.4518)
C (5.0842, 3.1378, 0.4732)
C (4.0660, 3.3393, 1.6076)
C (-0.3110, -5.8998, -1.7798)
H (-2.4026, -2.9862, 1.0013)
H (3.2806, 2.5931, -3.0196)
H (1.2241, 1.3336, -3.2956)
H (0.8723, 1.0747, 0.9811)
H (-2.7020, 4.0282, 0.9238)
H (-1.2492, 2.6672, -0.4882)
H (-0.1070, -0.5081, -2.1408)
H (-4.9548, 2.3704, 3.5261)
H (-3.8466, 3.7454, 3.4097)
H (-5.2672, 3.5579, 2.2899)
H (-1.6046, -6.2401, -0.0211)
H (0.1409, -6.2974, 0.2561)
H (-0.6706, -7.6897, -0.5636)
H (5.8041, 3.9465, 0.4905)
H (5.5729, 2.1590, 0.6370)
H (3.6831, 4.3498, 1.5597)
H (4.5627, 3.2989, 2.5908)
H (-1.1470, -6.0750, -2.4506)
H (0.5778, -6.3579, -2.1939)

Output
* gap between HOMO and LUMO: 7.5 eV
* lowest unoccupied orbital energy: -0.38 eV
* F_max: 0.053 Eh/bohr
* calculated total energy: -35676.885 eV
* structure (SMILES): CCc1noc(-c2cnc3nc(C)ccc3c2Nc2ccc3c(c2)OCCO3)n1
* energy relative to the best compared isomer or geometry (same formula, charge and spin): 41.90 kcal/mol


Question: What is the formula in the first record?
Answer: C21H19N4Zn


Question: What is the lowest unoccupied orbital energy in the second record?
Answer: -0.38 eV


Question: The highest gap between HOMO and LUMO belongs to which entry?
Answer: C21H19N5O3


Question: What is the calculated total energy in the second record?
Answer: -35676.885 eV